Entry a
Density functional theory data (ωB97M-V with the def2-TZVPD basis set) for one molecule with the formula CHClNOP.

CARTESIAN COORDINATES (ANGSTROEM)
C1 -0.3510 -1.4509 -0.4693
N1 0.4391 -0.5712 -0.3544
O1 -1.0905 -2.3160 -0.6519
P1 0.2785 1.0181 0.9962
Cl1 1.6847 2.0964 0.2669
H1 -0.9608 1.2235 0.2124

Values from the calculation:
HOMO-LUMO gap in eV: 9.3224
LUMO energy in eV: -0.639
E_HOMO in hartree: -0.36609

Entry b
Density functional theory data (ωB97M-V with the def2-TZVPD basis set) for one molecule with the formula CHClNOP.

CARTESIAN COORDINATES (ANGSTROEM)
C1 -3.0491 -0.7501 0.0080
N1 -4.0521 -1.2857 0.0231
O1 -1.9259 0.2313 0.2588
P1 -0.6716 0.6133 -0.7706
Cl1 -0.2207 2.2416 0.2215
H1 0.2591 0.0197 0.0170

Values from the calculation:
HOMO-LUMO gap in eV: 10.3458
LUMO energy in eV: -0.109
E_HOMO in hartree: -0.38422

Stability check: which of them is least stable? entry b.

Entry a
Density functional theory data (ωB97M-V with the def2-TZVPD basis set) for one molecule with the formula CH2O2S.

CARTESIAN COORDINATES (ANGSTROEM)
C1 0.1540 0.0058 -0.1415
O1 -0.8188 -0.5954 2.3222
O2 -0.1203 0.3042 -1.4299
S1 -1.1746 -0.3535 0.9124
H1 1.1973 0.1642 0.2930
H2 0.7623 0.4746 -1.9563

Values from the calculation:
HOMO-LUMO gap (alpha / beta) in eV: 8.7046 / 8.7052
LUMO energy (alpha / beta) in eV: 0.059 / 0.059
E_HOMO (alpha / beta) in hartree: -0.31773 / -0.31773

Entry b
Density functional theory data (ωB97M-V with the def2-TZVPD basis set) for one molecule with the formula CH2O2S.

CARTESIAN COORDINATES (ANGSTROEM)
C1 0.3092 -0.0298 0.0757
O1 3.0529 1.1891 0.0077
O2 2.4587 -1.5754 0.0078
S1 1.9585 -0.2370 -0.0639
H1 -0.5040 -0.7237 0.0401
H2 -0.0913 0.9116 0.0297

Values from the calculation:
HOMO-LUMO gap (alpha / beta) in eV: 9.1383 / 9.1389
LUMO energy (alpha / beta) in eV: -1.300 / -1.299
E_HOMO (alpha / beta) in hartree: -0.38359 / -0.38360

Stability check: which of them is least stable? entry b.

Entry a
Density functional theory data (ωB97M-V with the def2-TZVPD basis set) for one molecule with the formula CH2O2S.

CARTESIAN COORDINATES (ANGSTROEM)
C1 0.2665 0.3254 -0.0586
O1 -2.0660 1.0291 -0.0381
O2 1.5747 -0.8108 0.1152
S1 -1.2501 0.0030 0.6207
H1 0.3486 1.1116 -0.7054
H2 1.1262 -1.6584 0.0663

Values from the calculation:
HOMO-LUMO gap (alpha / beta) in eV: 8.7270 / 8.7278
LUMO energy (alpha / beta) in eV: -0.987 / -0.987
E_HOMO (alpha / beta) in hartree: -0.35700 / -0.35700

Entry b
Density functional theory data (ωB97M-V with the def2-TZVPD basis set) for one molecule with the formula CH2O2S.

CARTESIAN COORDINATES (ANGSTROEM)
C1 0.0145 0.2994 0.0403
H1 0.2212 2.0517 0.4998
H2 -1.4717 1.3725 0.4850
O1 0.7704 1.2393 0.5400
O2 -1.3513 0.6093 -0.1287
S1 0.3632 -1.2506 -0.2823

Values from the calculation:
HOMO-LUMO gap in eV: 8.8472
LUMO energy in eV: -0.098
E_HOMO in hartree: -0.32872

Entry c
Density functional theory data (ωB97M-V with the def2-TZVPD basis set) for one molecule with the formula CH2O2S.

CARTESIAN COORDINATES (ANGSTROEM)
C1 -0.0942 -0.0637 -0.0428
H1 0.1786 1.8497 0.0375
H2 0.3119 -1.7285 0.1833
O1 0.6051 0.9976 -0.0484
O2 0.7696 -0.9856 -0.0787
S1 -1.7709 -0.0695 -0.0509

Values from the calculation:
HOMO-LUMO gap in eV: 9.6578
LUMO energy in eV: 0.550
E_HOMO in hartree: -0.33470

Stability check: which of them is least stable? entry a.

Entry a
Density functional theory data (ωB97M-V with the def2-TZVPD basis set) for a 2-piece molecular cluster, C8H16O2 overall.

CARTESIAN COORDINATES (ANGSTROEM)
O1 3.9762 0.3806 -0.4177
C1 3.8689 -1.0297 -0.5967
C2 2.7114 0.7905 -0.0303
C3 2.5759 -1.2169 -1.3677
C4 1.8801 0.1300 -1.2032
H1 4.7985 -1.3428 -1.1097
H2 3.9107 -1.4147 0.4403
H3 2.3974 0.5319 0.9992
H4 2.7888 1.8931 -0.0917
H5 2.6680 -1.5652 -2.4144
H6 1.9464 -1.9475 -0.8241
H7 0.8168 0.1496 -0.8957
H8 1.9879 0.7917 -2.0842
O2 -1.4093 -0.1302 0.2214
C5 -1.9432 1.2054 0.1618
C6 -2.4960 -1.0019 0.6052
C7 -3.3642 1.1634 0.8108
C8 -3.3949 -0.1259 1.5392
H9 -1.2846 1.8428 0.7826
H10 -1.9540 1.6284 -0.8612
H11 -2.9900 -1.3059 -0.3377
H12 -2.1880 -1.9232 1.1360
H13 -3.6952 2.0469 1.3899
H14 -4.1087 0.9872 0.0107
H15 -4.4428 -0.4829 1.5468
H16 -3.0560 -0.0548 2.5906

Values from the calculation:
HOMO-LUMO gap in eV: 10.4067
LUMO energy in eV: 0.954
E_HOMO in hartree: -0.34738

Entry b
Density functional theory data (ωB97M-V with the def2-TZVPD basis set) for one molecule with the formula C8H16O2.

CARTESIAN COORDINATES (ANGSTROEM)
C1 0.2180 0.2684 -0.8490
C2 0.6175 -0.0783 0.5050
C3 -1.5122 -0.3213 -0.8745
C4 0.2386 0.8343 1.6495
C5 -1.7178 -1.7957 -0.5778
C6 -2.4723 0.5707 -0.1125
C7 2.4055 0.0870 0.2664
C8 3.2497 -0.9218 0.4545
O1 0.2409 1.6306 -1.1105
O2 2.8776 1.3536 0.0661
H1 0.0357 1.7812 -2.0391
H2 2.1338 1.9101 -0.2046
H3 0.6974 -0.3418 -1.6201
H4 0.5150 -1.1342 0.7329
H5 -1.6707 -0.1655 -1.9491
H6 -0.7160 0.5460 2.0836
H7 0.9868 0.7440 2.4363
H8 0.2051 1.8755 1.3385
H9 -2.7234 -2.1114 -0.8692
H10 -1.6127 -2.0019 0.4878
H11 -1.0058 -2.4169 -1.1216
H12 -3.4904 0.4526 -0.4955
H13 -2.5058 0.3117 0.9451
H14 -2.2045 1.6216 -0.2180
H15 4.3211 -0.7750 0.4538
H16 2.8886 -1.9233 0.6220

Values from the calculation:
HOMO-LUMO gap in eV: 9.0070
LUMO energy in eV: 0.594
E_HOMO in hartree: -0.30916

Stability check: which of them is least stable? entry b.

Entry a
Density functional theory data (ωB97M-V with the def2-TZVPD basis set) for a 2-piece molecular cluster, C2H6OS overall.

CARTESIAN COORDINATES (ANGSTROEM)
S1 1.0521 -2.5299 1.2618
H1 1.5088 -3.5800 1.8655
H2 0.3715 -2.0327 2.1831
O1 1.4752 0.6991 -0.6052
C1 0.3290 0.7497 -1.0395
C2 -0.8873 1.5567 -0.5457
H3 -0.0109 -0.0568 -1.7297
H4 -1.1931 2.4516 -1.0705
H5 -0.8346 1.7905 0.4394
H6 -1.8107 0.9518 -0.7591

Values from the calculation:
HOMO-LUMO gap in eV: 10.5472
LUMO energy in eV: 0.856
E_HOMO in hartree: -0.35613

Entry b
Density functional theory data (ωB97M-V with the def2-TZVPD basis set) for a 2-piece molecular cluster, C2H6OS overall.

CARTESIAN COORDINATES (ANGSTROEM)
C1 1.8664 1.6325 0.0896
C2 -2.1436 0.7054 -0.8099
O1 2.0301 0.2068 0.0704
S1 -3.1656 0.3286 0.4201
H1 2.1751 1.9881 -0.8502
H2 0.8418 1.9972 0.3193
H3 -1.0107 0.6393 -0.6148
H4 -2.6770 0.7250 -1.7350
H5 1.3420 -0.1961 -0.5056
H6 2.6503 1.9563 0.6861

Values from the calculation:
HOMO-LUMO gap in eV: 8.3488
LUMO energy in eV: -0.740
E_HOMO in hartree: -0.33400

Stability check: which of them is least stable? entry b.

Entry a
Density functional theory data (ωB97M-V with the def2-TZVPD basis set) for a 2-piece molecular cluster, C2H6OS overall.

CARTESIAN COORDINATES (ANGSTROEM)
C1 -0.7977 -2.5304 1.0999
S1 0.4772 -1.5403 0.1856
H1 -1.4537 -1.8686 1.6502
H2 -1.2961 -3.0248 0.2778
H3 -0.2265 -3.2046 1.7278
H4 0.7225 -0.2505 0.3503
O1 -0.3900 3.4800 -0.9537
C2 0.3922 2.5688 -0.8743
H5 1.4716 2.7024 -1.0098
H6 -0.0285 1.5587 -0.9204

Values from the calculation:
HOMO-LUMO gap in eV: 9.8524
LUMO energy in eV: 0.643
E_HOMO in hartree: -0.33846

Entry b
Density functional theory data (ωB97M-V with the def2-TZVPD basis set) for a 2-piece molecular cluster, C2H6OS overall.

CARTESIAN COORDINATES (ANGSTROEM)
C1 -1.6135 -1.1692 -0.0690
S1 -1.9971 0.1308 1.1577
H1 -0.9078 -0.6907 -0.7371
H2 -2.4902 -1.4626 -0.6333
H3 -1.1750 -2.0297 0.4263
H4 -2.9887 -0.5084 1.7908
O1 2.9572 0.6438 -0.5422
C2 3.1223 0.6076 -1.7232
H5 3.5970 -0.2388 -2.2501
H6 2.8567 1.4588 -2.3714

Values from the calculation:
HOMO-LUMO gap in eV: 9.7686
LUMO energy in eV: 0.790
E_HOMO in hartree: -0.32996

Entry c
Density functional theory data (ωB97M-V with the def2-TZVPD basis set) for a 2-piece molecular cluster, C2H6OS overall.

CARTESIAN COORDINATES (ANGSTROEM)
C1 2.0935 1.5864 3.0290
S1 0.7534 2.1016 1.9090
H1 2.9703 2.1456 2.7242
H2 2.3016 0.5364 2.8674
H3 1.9154 1.8063 4.0725
H4 -0.1454 2.4202 2.8307
O1 -1.6540 -3.2617 -4.4099
C2 -2.2467 -3.0095 -3.3950
H5 -3.2856 -2.6374 -3.4068
H6 -1.6438 -3.1403 -2.4758

Values from the calculation:
HOMO-LUMO gap in eV: 9.9663
LUMO energy in eV: 0.855
E_HOMO in hartree: -0.33485

Entry d
Density functional theory data (ωB97M-V with the def2-TZVPD basis set) for a 2-piece molecular cluster, C2H6OS overall.

CARTESIAN COORDINATES (ANGSTROEM)
C1 1.0545 -0.4800 -0.0735
C2 0.0042 0.4306 0.4531
H1 2.4754 0.9593 -0.4910
H2 0.9163 -1.3760 0.7383
H3 0.6425 -1.1114 -1.0569
H4 -0.1494 1.3951 0.1429
H5 0.1057 0.2308 1.6439
H6 -2.0605 1.4588 -1.1432
O1 2.4154 0.1099 -0.1352
S1 -1.7254 -0.1337 -0.0644

Values from the calculation:
HOMO-LUMO gap in eV: 8.4914
LUMO energy in eV: -0.926
E_HOMO in hartree: -0.34607

Stability check: which of them is least stable? entry d.